[1]
H2NO3S | ωB97M-V with the def2-TZVPD basis set

Properties
charge	-1
Kohn-Sham gap	9.329	eV
LUMO energy	0.1586	Eh
E_tot	-679.9065	hartree
E_HOMO	-0.18427	hartree
SMILES	NS(=O)(=O)[O-]

Geometry (Å):
N -0.401 0.144 -0.287
S 0.329 2.095 0.160
O -0.525 3.055 -0.632
O 0.335 2.150 1.603
O 1.629 1.935 -0.480
H 0.492 -0.227 -0.585
H -0.609 -0.180 0.638

Here is what Löwdin gives for the atomic charges, in e: -0.11 0.47 -0.43 -0.40 -0.43 -0.05 -0.06

***

[2]
H2NOP | ωB97M-V with the def2-TZVPD basis set

Properties
charge	0
Kohn-Sham gap (spin up / spin down)	8.437 / 8.438	eV
LUMO energy (spin up / spin down)	-0.0424 / -0.0424	Eh
E_tot	-472.4060	hartree
E_HOMO (spin up / spin down)	-0.35247 / -0.35250	hartree
SMILES	O=NP

Geometry (Å):
O 2.902 -0.352 0.275
N 2.062 0.612 -0.141
P 0.536 -0.036 -0.590
H 0.619 -1.108 0.279
H -0.064 1.019 0.045

Here is what Löwdin gives for the atomic charges, in e: -0.22 -0.36 0.79 -0.10 -0.11

***

[3]
H2NOP | ωB97M-V with the def2-TZVPD basis set

Properties
charge	0
Kohn-Sham gap	10.278	eV
LUMO energy	0.0068	Eh
E_tot	-472.5807	hartree
E_HOMO	-0.37091	hartree
SMILES	NP=O

Geometry (Å):
N -0.033 0.305 0.576
P -0.473 -0.921 -0.489
O 0.651 -1.000 -1.452
H 0.635 0.952 0.177
H -0.779 0.664 1.189

Here is what Löwdin gives for the atomic charges, in e: -0.23 0.69 -0.53 0.03 0.03

***

[4]
H2NOS | ωB97M-V with the def2-TZVPD basis set

Properties
charge	-1
Kohn-Sham gap (spin up / spin down)	6.585 / 6.584	eV
LUMO energy (spin up / spin down)	0.1601 / 0.1601	Eh
E_tot	-529.3019	hartree
E_HOMO (spin up / spin down)	-0.08190 / -0.08183	hartree
SMILES	[O-]NS

Geometry (Å):
O 1.455 0.476 0.029
N 0.541 -0.427 -0.106
S -1.347 0.270 -0.105
H 0.369 -0.618 -1.059
H -1.018 0.300 1.242

Here is what Löwdin gives for the atomic charges, in e: -0.41 -0.53 0.25 -0.08 -0.23

***

[5]
H2NOS2 | ωB97M-V with the def2-TZVPD basis set

Properties
charge	-1
Kohn-Sham gap (spin up / spin down)	4.089 / 7.782	eV
LUMO energy (spin up / spin down)	0.0748 / 0.1426	Eh
E_tot	-927.5329	hartree
E_HOMO (spin up / spin down)	-0.07546 / -0.14337	hartree

Geometry (Å):
N -0.086 2.539 -0.317
O 0.703 -2.729 -1.256
S -0.082 -2.575 1.479
S 0.061 -1.801 -0.287
H 0.510 2.265 0.428
H -1.106 2.302 -0.048

Here is what Löwdin gives for the atomic charges, in e: 0.06 -0.80 -0.21 0.02 -0.07 0.00

***

[6]
H2O | ωB97M-V with the def2-TZVPD basis set

Properties
charge	+1
Kohn-Sham gap (spin up / spin down)	13.655 / 8.390	eV
LUMO energy (spin up / spin down)	-0.3554 / -0.4463	Eh
spin multiplicity	2
E_tot	-75.8256	hartree
E_HOMO (spin up / spin down)	-0.85724 / -0.75466	hartree

Geometry (Å):
O 0.103 -0.182 0.044
H -1.632 1.071 -0.182
H 0.808 0.388 -0.169

Here is what Löwdin gives for the atomic charges, in e: 0.35 0.59 0.06

***

[7]
H2O2P | ωB97M-V with the def2-TZVPD basis set

Properties
charge	-1
Kohn-Sham gap (spin up / spin down)	4.329 / 4.330	eV
LUMO energy (spin up / spin down)	0.0775 / 0.0775	Eh
E_tot	-492.9730	hartree
E_HOMO (spin up / spin down)	-0.08159 / -0.08163	hartree

Geometry (Å):
O -0.979 -1.931 -0.197
O 0.202 2.345 1.343
P -0.325 -0.963 -1.108
H 0.025 1.529 0.830
H 1.077 -0.981 -0.868

Here is what Löwdin gives for the atomic charges, in e: -0.60 -0.70 0.74 -0.27 -0.16

***

[8]
H2O2S2 | ωB97M-V with the def2-TZVPD basis set

Properties
charge	0
Kohn-Sham gap (spin up / spin down)	8.280 / 8.279	eV
LUMO energy (spin up / spin down)	-0.0821 / -0.0822	Eh
E_tot	-947.9660	hartree
E_HOMO (spin up / spin down)	-0.38640 / -0.38639	hartree

Geometry (Å):
O 1.117 2.329 2.777
O 0.012 -1.410 -2.216
S 0.728 1.094 2.141
S -1.025 0.923 1.318
H -0.501 -0.689 -1.383
H -0.333 -2.247 -2.637

Here is what Löwdin gives for the atomic charges, in e: -0.56 -0.24 0.41 0.18 0.18 0.03

***

[9]
H2O2Si2 | ωB97M-V with the def2-TZVPD basis set

Properties
charge	0
Kohn-Sham gap	7.761	eV
LUMO energy	-0.0716	Eh
E_tot	-730.5612	hartree
E_HOMO	-0.35682	hartree

Geometry (Å):
O -2.674 -0.345 -0.037
O -0.002 -0.959 0.138
Si 1.669 -1.182 -0.061
Si -1.225 0.010 0.004
H 1.988 0.288 -0.286
H 0.244 2.187 0.242

Here is what Löwdin gives for the atomic charges, in e: -0.35 -0.62 0.73 0.38 -0.20 0.06

***

[10]
H2O3S2 | ωB97M-V with the def2-TZVPD basis set

Properties
charge	0
Kohn-Sham gap	9.768	eV
LUMO energy	-0.0147	Eh
E_tot	-1023.2263	hartree
E_HOMO	-0.37367	hartree

Geometry (Å):
O -1.676 -1.305 0.379
O 0.556 -0.515 -0.458
O -1.694 1.148 0.261
S -1.578 -0.090 -0.448
S 2.082 0.172 -0.552
H 1.856 1.370 0.351
H 0.453 -0.779 0.467

Here is what Löwdin gives for the atomic charges, in e: -0.44 -0.72 -0.42 0.87 0.73 -0.03 0.01

***

[11]
H2O4S2 | ωB97M-V with the def2-TZVPD basis set

Properties
charge	0
Kohn-Sham gap	7.768	eV
LUMO energy	-0.0782	Eh
E_tot	-1098.2662	hartree
E_HOMO	-0.36370	hartree

Geometry (Å):
O -1.104 0.134 0.289
O 1.087 1.661 1.009
O 1.496 0.911 -0.002
O 0.504 0.996 -1.396
S -1.615 -0.272 -2.525
S -0.466 -0.112 -1.003
H 0.372 1.190 1.605
H 0.587 -0.975 -0.671

Here is what Löwdin gives for the atomic charges, in e: -0.43 0.00 -0.10 -0.33 0.36 0.23 0.17 0.09

***

[12]
H2O4S3 | ωB97M-V with the def2-TZVPD basis set

Properties
charge	0
Kohn-Sham gap (spin up / spin down)	7.832 / 7.832	eV
LUMO energy (spin up / spin down)	-0.0415 / -0.0415	Eh
E_tot	-1496.6128	hartree
E_HOMO (spin up / spin down)	-0.32929 / -0.32927	hartree

Geometry (Å):
O 2.528 -1.800 -0.038
O 0.382 -1.382 -0.978
O -1.845 0.404 0.273
O -0.035 2.004 0.363
S -1.370 1.788 -0.359
S 1.538 1.018 -0.057
S 1.280 -1.149 0.292
H -1.959 0.405 1.204
H -0.519 -1.287 -0.701

Here is what Löwdin gives for the atomic charges, in e: -0.46 -0.34 -0.42 -0.90 0.83 0.63 0.60 0.04 0.02

***

[13]
H2P2 | ωB97M-V with the def2-TZVPD basis set

Properties
charge	0
Kohn-Sham gap	8.178	eV
LUMO energy	-0.0375	Eh
E_tot	-683.7999	hartree
E_HOMO	-0.33809	hartree

Geometry (Å):
P 1.167 -0.070 -0.019
P -0.850 -0.055 -0.019
H 1.248 -1.578 -0.019
H -1.565 1.703 0.057

Here is what Löwdin gives for the atomic charges, in e: 0.15 0.10 -0.19 -0.07

***

[14]
H2S2 | ωB97M-V with the def2-TZVPD basis set

Properties
charge	0
Kohn-Sham gap	8.803	eV
LUMO energy	0.0134	Eh
E_tot	-797.5450	hartree
E_HOMO	-0.31006	hartree
SMILES	SS

Geometry (Å):
S 0.088 0.502 -0.918
S -0.110 -0.456 0.888
H 1.424 0.655 -0.508
H -1.402 -0.701 0.538

Here is what Löwdin gives for the atomic charges, in e: 0.18 0.19 -0.17 -0.20

***

[15]
H30KrO15 | ωB97M-V with the def2-TZVPD basis set

Properties
charge	0
Kohn-Sham gap	9.947	eV
LUMO energy	-0.0101	Eh
E_tot	-3900.2190	hartree
E_HOMO	-0.37566	hartree

Geometry (Å):
Kr 3.795 -17.701 2.149
O -0.285 -18.804 2.437
H -0.041 -17.945 2.092
H -0.946 -19.129 1.826
O 6.782 -20.418 2.885
H 6.046 -20.661 2.323
H 7.189 -21.251 3.122
O 4.401 -18.244 5.857
H 3.663 -17.709 5.564
H 5.107 -17.616 6.012
O 7.351 -17.410 2.958
H 6.795 -18.189 2.983
H 7.273 -17.088 2.060
O 2.704 -20.208 4.993
H 3.289 -19.495 5.252
H 1.826 -19.831 5.052
O 1.546 -15.160 3.559
H 1.176 -15.434 2.719
H 2.406 -14.803 3.337
O 4.226 -19.719 -0.729
H 4.098 -20.298 0.022
H 3.412 -19.789 -1.228
O 4.300 -21.471 1.627
H 4.211 -22.205 1.019
H 4.542 -21.877 2.460
O 4.533 -17.137 -1.581
H 5.216 -16.783 -1.011
H 4.407 -18.036 -1.276
O 0.342 -16.457 1.177
H 0.464 -16.236 0.253
H -0.458 -15.995 1.430
O 3.812 -14.950 0.277
H 3.616 -15.556 -0.438
H 3.975 -14.113 -0.157
O 6.203 -16.078 0.611
H 5.344 -15.657 0.634
H 6.685 -15.603 -0.066
O 5.967 -15.598 4.605
H 6.837 -15.303 4.876
H 6.136 -16.255 3.930
O 1.882 -16.793 5.753
H 1.943 -16.234 4.978
H 2.288 -16.280 6.451
O 1.402 -21.539 2.418
H 0.995 -20.788 2.850
H 2.322 -21.291 2.322

Here is what Löwdin gives for the atomic charges, in e: 0.34 -0.05 -0.03 0.04 -0.03 -0.01 0.04 -0.07 -0.02 0.04 -0.06 -0.01 0.01 -0.06 -0.04 0.03 -0.05 0.00 0.05 -0.05 0.00 0.06 -0.05 0.08 0.07 -0.06 -0.01 -0.02 -0.04 0.07 0.07 -0.07 0.02 0.07 -0.08 -0.04 0.06 -0.07 0.03 -0.03 -0.05 -0.02 0.05 -0.07 -0.01 -0.02

***

[16]
H30NO13 | ωB97M-V with the def2-TZVPD basis set

Properties
charge	+1
Kohn-Sham gap	10.177	eV
LUMO energy	-0.1120	Eh
E_tot	-1050.6397	hartree
E_HOMO	-0.48602	hartree

Geometry (Å):
N 0.023 0.037 -0.178
H 0.442 0.734 0.373
H -0.816 0.424 -0.519
H -0.146 -0.730 0.416
H 0.626 -0.220 -0.923
O 1.462 -2.889 -1.464
H 0.846 -3.013 -0.824
H 0.906 -2.584 -2.181
O 0.195 -3.125 1.055
H 0.901 -3.642 1.406
H -0.296 -3.754 0.572
O -0.072 0.276 2.969
H 0.506 0.756 3.549
H -0.054 -0.600 3.308
O 3.146 -0.576 -1.734
H 2.720 -1.424 -1.596
H 3.779 -0.440 -1.053
O -2.304 -2.274 1.730
H -1.378 -2.442 1.862
H -2.450 -1.518 1.155
O -3.029 0.002 0.077
H -4.011 -0.201 0.123
H -2.957 0.878 0.357
O 2.473 1.813 -2.441
H 2.680 0.896 -2.160
H 3.261 2.324 -2.493
O -2.184 2.768 -0.089
H -1.503 3.461 0.086
H -1.951 2.430 -0.940
O -2.251 1.928 2.561
H -2.382 2.585 1.888
H -1.308 1.657 2.527
O 2.634 1.754 0.470
H 3.402 1.126 0.362
H 2.737 2.557 -0.089
O -1.641 -2.033 -1.381
H -2.473 -1.539 -1.389
H -1.834 -2.819 -0.813
O 0.141 3.109 1.746
H 1.108 2.946 1.889
H 0.045 3.844 2.305
O 0.542 -1.062 -3.335
H -0.410 -1.148 -3.374
H 0.877 -0.272 -3.812

Here is what Löwdin gives for the atomic charges, in e: 0.39 0.08 0.09 0.08 0.09 0.00 -0.07 0.02 -0.01 0.08 0.05 -0.01 0.06 0.04 -0.02 0.02 0.05 -0.04 -0.03 -0.02 -0.05 0.13 -0.03 -0.08 -0.04 0.02 -0.05 0.08 0.04 -0.07 -0.02 -0.02 -0.08 0.07 0.06 -0.06 0.04 0.07 -0.04 0.06 0.04 -0.05 0.04 0.08

***

[17]
H30O15 | ωB97M-V with the def2-TZVPD basis set

Properties
charge	0
Kohn-Sham gap	10.287	eV
LUMO energy	-0.0121	Eh
E_tot	-1146.4713	hartree
E_HOMO	-0.39012	hartree

Geometry (Å):
H -0.001 0.243 0.923
H 0.690 0.119 -0.348
H 3.874 -1.935 1.309
H 3.675 -2.372 -0.180
H 0.290 -4.114 -1.999
H -0.359 -2.914 -1.329
H 1.986 1.195 1.671
H 2.670 0.612 0.450
H -1.292 1.054 -1.767
H -2.260 2.247 -1.849
H -3.271 -2.620 -0.366
H -3.766 -2.699 1.040
H -3.678 -0.224 -3.351
H -3.953 0.656 -2.174
H -0.750 2.849 -0.446
H -0.010 4.084 -0.407
H -2.118 -0.999 2.057
H -1.802 -0.175 3.131
H 1.621 5.033 1.612
H 2.136 3.591 1.206
H 2.260 -1.624 3.186
H 1.819 -3.041 3.482
H 2.947 1.445 -2.294
H 2.281 0.118 -1.794
H -4.960 0.473 2.208
H -3.664 1.181 2.528
H -1.911 -0.555 -2.451
H -1.619 -0.424 -0.943
H 5.083 -0.894 -0.685
H 4.674 -1.687 -2.069
O -0.167 0.401 0.022
O 3.231 -2.191 0.592
O -0.176 -3.348 -2.188
O 2.900 1.064 1.359
O -1.410 1.998 -1.996
O -3.610 -2.014 0.370
O -4.052 0.711 -3.115
O -0.413 3.520 0.209
O -1.723 -1.074 2.955
O 2.310 4.490 1.177
O 1.592 -2.354 2.852
O 2.106 1.027 -2.192
O -4.525 0.858 2.938
O -1.413 -0.920 -1.753
O 4.755 -0.792 -1.580

Here is what Löwdin gives for the atomic charges, in e: 0.02 0.05 0.07 -0.05 -0.01 0.03 0.03 0.06 0.01 -0.01 0.08 0.05 0.09 0.00 0.00 0.00 0.02 -0.02 0.06 -0.05 0.09 0.02 0.02 0.05 0.00 0.06 0.00 0.03 0.02 0.10 -0.02 -0.05 -0.05 -0.09 -0.01 -0.09 -0.07 -0.08 -0.03 -0.04 -0.10 -0.05 -0.05 -0.04 -0.08

***

[18]
H30O15 | ωB97M-V with the def2-TZVPD basis set

Properties
charge	0
Kohn-Sham gap	9.402	eV
LUMO energy	-0.0306	Eh
E_tot	-1146.4609	hartree
E_HOMO	-0.37616	hartree

Geometry (Å):
O 3.046 -0.691 3.772
H 2.175 -0.698 3.345
H 3.816 -0.252 3.333
O -3.882 -0.784 1.374
H -3.623 -1.141 0.487
H -3.161 -1.046 2.065
O 1.937 3.942 2.018
H 1.668 4.017 1.077
H 2.721 3.456 2.126
O 2.784 1.181 -0.853
H 1.965 0.619 -1.050
H 3.252 0.546 -0.242
O -0.143 -2.731 -0.391
H -0.249 -3.639 -0.132
H -0.059 -2.825 -1.327
O -2.420 -1.346 -3.280
H -2.339 -1.372 -4.249
H -3.257 -0.955 -3.002
O 2.916 -2.251 -2.351
H 2.097 -1.937 -2.032
H 3.620 -1.661 -2.428
O -0.077 -0.117 0.017
H -0.201 -0.039 1.006
H -0.431 -1.022 0.150
O -1.924 -2.794 3.044
H -1.926 -2.484 4.042
H -1.696 -3.681 3.252
O 0.606 3.258 -0.579
H -0.067 3.414 -1.352
H -0.004 2.661 -0.135
O -1.925 2.090 3.071
H -2.331 1.195 2.929
H -1.975 2.606 2.297
O 1.670 2.397 -2.858
H 2.033 2.671 -1.906
H 0.936 1.929 -2.652
O 2.659 -0.759 0.746
H 2.714 -1.568 1.295
H 1.791 -0.902 0.304
O -2.164 2.403 -2.403
H -1.569 1.670 -2.334
H -2.682 2.224 -3.240
O -2.873 -3.235 -1.334
H -2.717 -3.581 -0.474
H -2.150 -2.574 -1.142

Here is what Löwdin gives for the atomic charges, in e: -0.09 0.02 0.06 -0.11 0.03 0.05 -0.05 0.02 -0.01 -0.12 0.04 0.03 -0.02 0.07 0.06 -0.06 0.06 0.04 0.00 -0.01 0.01 -0.08 0.09 0.01 -0.09 0.12 0.01 -0.09 0.10 0.03 -0.05 0.04 0.00 -0.09 0.08 -0.08 -0.09 0.07 0.01 -0.06 0.00 0.08 -0.06 0.00 0.02

***

[19]
H31O16 | ωB97M-V with the def2-TZVPD basis set

Properties
charge	-1
Kohn-Sham gap	8.646	eV
LUMO energy	0.0910	Eh
E_tot	-1222.3402	hartree
E_HOMO	-0.22677	hartree

Geometry (Å):
O 2.744 2.868 -2.700
H 4.277 -0.111 -0.768
H -0.240 2.670 -1.613
O -2.083 -0.293 5.394
H 2.894 2.275 -3.326
H 2.556 2.429 -1.900
O -1.312 0.093 -2.231
H -2.112 0.317 4.714
H 1.579 -1.446 -4.833
O -1.048 2.903 -1.284
H -2.396 4.156 3.008
H -0.794 2.723 -0.340
O -1.808 4.738 3.329
H 0.033 -1.291 -4.600
H 4.970 -3.362 -0.701
O -4.757 -0.742 -2.954
H -3.915 -0.519 -3.109
H -4.940 -0.779 -2.009
O 1.187 -4.380 1.642
H 0.647 -3.750 1.916
H 0.919 -5.313 1.693
O -1.861 -0.968 0.012
H -2.863 -0.924 -0.167
H -1.338 0.865 -1.735
O -1.320 1.101 1.674
H -0.953 1.274 0.952
O 0.966 -1.178 -0.084
H 0.742 -2.086 -0.234
H 0.141 -0.801 -0.092
O 0.797 -1.917 -4.606
H -1.365 -0.525 -1.409
H -1.206 4.177 3.748
O 4.089 -3.266 -0.805
H 1.929 3.674 -0.023
H 3.537 -3.882 -0.278
O -1.906 -3.466 0.181
H -2.540 -3.377 -0.609
H -1.577 -2.461 0.199
O 3.829 0.626 -0.962
H 0.156 1.034 3.089
H 3.099 0.219 -1.565
O 1.154 1.203 3.094
H 1.502 1.241 3.886
H -1.516 0.164 1.346
O 1.200 2.947 0.138
H -1.700 -1.057 5.237
H 1.523 2.315 0.819

Here is what Löwdin gives for the atomic charges, in e: 0.02 -0.06 -0.04 0.05 -0.05 -0.03 -0.11 0.00 0.00 -0.04 -0.03 0.04 0.02 0.05 -0.04 -0.01 -0.06 0.04 0.00 -0.06 0.06 -0.40 0.05 -0.07 -0.01 -0.14 -0.01 0.02 -0.07 -0.07 -0.01 0.01 -0.02 0.12 0.06 -0.22 0.04 -0.02 -0.04 0.05 0.10 -0.02 -0.07 0.05 -0.10 -0.05 0.05

***

[20]
H32O16 | ωB97M-V with the def2-TZVPD basis set

Properties
charge	0
Kohn-Sham gap	8.750	eV
LUMO energy	-0.0330	Eh
E_tot	-1223.0002	hartree
E_HOMO	-0.35457	hartree

Geometry (Å):
O 7.076 -15.406 20.905
H 7.027 -16.252 20.414
H 6.184 -15.262 21.141
O 6.076 -13.469 23.023
H 6.772 -12.853 23.105
H 5.988 -13.853 23.918
O 3.459 -13.133 19.767
H 2.767 -13.475 20.316
H 3.194 -13.627 18.947
O 8.059 -11.473 22.982
H 7.715 -10.920 22.274
H 8.747 -12.034 22.634
O 5.084 -10.835 23.632
H 4.525 -10.760 24.417
H 4.985 -11.726 23.335
O 3.249 -10.605 21.685
H 3.864 -10.738 22.454
H 2.551 -10.012 21.972
O 4.592 -9.878 19.360
H 4.731 -10.788 19.140
H 4.126 -9.796 20.229
O 6.847 -9.730 21.315
H 6.224 -10.384 20.886
H 6.199 -9.298 21.840
O 4.895 -15.853 18.630
H 4.095 -16.108 19.086
H 5.252 -15.192 19.180
O 7.248 -13.541 18.481
H 7.082 -13.202 19.322
H 7.435 -14.481 18.534
O 5.906 -12.339 20.530
H 4.993 -12.606 20.349
H 5.974 -12.859 21.308
O 5.269 -11.966 17.418
H 5.629 -12.661 17.937
H 5.952 -11.337 17.330
O 3.066 -13.191 23.160
H 3.581 -13.896 22.785
H 3.077 -13.295 24.136
O 1.980 -11.073 18.828
H 2.647 -11.464 19.398
H 1.300 -11.726 18.869
O 9.006 -10.957 19.327
H 8.718 -11.515 20.061
H 9.135 -11.449 18.492
O 8.841 -13.157 20.967
H 8.221 -13.876 21.080
H 9.723 -13.481 20.931

Here is what Löwdin gives for the atomic charges, in e: -0.02 0.09 0.01 -0.05 -0.02 0.10 -0.04 0.06 0.11 -0.06 -0.01 0.02 -0.02 0.08 -0.02 -0.07 0.00 0.06 -0.07 -0.04 0.02 -0.05 0.03 0.03 -0.01 0.04 -0.04 -0.03 -0.06 0.05 -0.03 0.01 -0.02 -0.01 -0.03 0.03 -0.04 0.01 0.07 -0.05 -0.03 0.01 -0.07 -0.02 0.04 -0.03 0.01 0.07